Record 1
{
  "formula": "C9H13BrO",
  "method": "the ωB97M-V functional and the def2-TZVPD basis",
  "species": ["O", "C", "C", "C", "C", "C", "C", "Br", "C", "C", "C", "H", "H", "H", "H", "H", "H", "H", "H", "H", "H", "H", "H", "H"],
  "xyz": [[1.274, -2.327, 0.312], [0.563, -1.126, 0.109], [-0.663, -1.637, -0.709], [-1.616, -0.500, -1.020], [-0.835, 0.705, -1.659], [0.392, 1.007, -0.833], [1.277, -0.062, -0.642], [3.078, 0.167, 0.065], [0.506, 2.069, 0.161], [0.110, 1.134, 1.447], [0.311, -0.431, 1.460], [2.079, -2.163, 0.844], [-1.213, -2.363, -0.099], [-0.103, -1.936, -1.541], [-2.302, -0.244, -0.225], [-2.362, -0.847, -1.777], [-1.425, 1.547, -1.592], [-0.639, 0.309, -2.625], [1.517, 2.575, 0.261], [-0.233, 2.914, 0.038], [0.808, 1.579, 2.192], [-0.918, 1.199, 1.881], [1.140, -0.720, 2.049], [-0.747, -0.851, 1.904]],
  "nbo_charge": [-0.7246, 0.1892, -0.4056, -0.3871, -0.4462, 0.0603, -0.0948, -0.0377, -0.4505, -0.4368, -0.4279, 0.4745, 0.2259, 0.2261, 0.2036, 0.2102, 0.2156, 0.2346, 0.2571, 0.2206, 0.2331, 0.2229, 0.2213, 0.2161],
  "total_energy_ha": -2999.86107,
  "homo_energy_ev": [-7.8, -7.8],
  "smiles": "OC12CCCC(=C1Br)CCC2",
  "e_above_lowest_kj_mol": 75.35
}

=====

Record 2
{
  "formula": "C20H18AuBCl5N6OS2",
  "method": "the ωB97M-V functional and the def2-TZVPD basis",
  "species": ["Au", "Cl", "C", "C", "C", "Cl", "C", "Cl", "C", "Cl", "C", "Cl", "C", "N", "C", "C", "N", "B", "N", "C", "C", "N", "C", "C", "S", "C", "S", "H", "H", "H", "H", "H", "H", "H", "H", "H", "H", "H", "H", "N", "C", "O", "C", "C", "C", "N", "C", "C", "H", "H", "H", "H", "H", "H"],
  "xyz": [[0.098, 0.166, -2.475], [3.376, -1.346, -2.990], [3.244, 0.374, -2.814], [1.999, 0.981, -2.721], [1.935, 2.349, -2.648], [0.316, 3.034, -2.645], [3.065, 3.147, -2.621], [2.922, 4.851, -2.489], [4.315, 2.535, -2.698], [5.732, 3.494, -2.680], [4.408, 1.146, -2.811], [5.950, 0.406, -2.948], [2.167, -3.631, -0.667], [0.859, -3.237, -0.111], [0.465, -3.494, 1.173], [-0.805, -3.034, 1.292], [-1.189, -2.519, 0.084], [-2.693, -2.119, -0.256], [-2.907, -0.576, 0.007], [-3.464, -0.030, 1.155], [-3.769, 1.255, 0.900], [-3.370, 1.503, -0.406], [-3.580, 2.767, -1.130], [-2.861, 0.372, -0.929], [-2.287, 0.187, -2.557], [-0.161, -2.642, -0.782], [-0.130, -2.242, -2.471], [2.815, -3.891, 0.166], [2.592, -2.808, -1.223], [2.053, -4.490, -1.322], [1.104, -4.001, 1.877], [-1.477, -3.063, 2.134], [-2.889, -2.348, -1.420], [-3.404, -2.723, 0.520], [-3.602, -0.604, 2.057], [-4.230, 2.011, 1.516], [-3.801, 3.540, -0.400], [-4.408, 2.679, -1.827], [-2.680, 3.023, -1.682], [0.698, 0.029, 4.945], [-0.278, 0.472, 4.110], [-1.419, 0.686, 4.461], [0.102, 0.659, 2.660], [-0.592, 1.602, 1.922], [-0.375, 1.675, 0.559], [0.479, 0.864, -0.080], [1.189, -0.005, 0.643], [1.034, -0.135, 2.014], [0.473, -0.056, 5.923], [1.664, 0.031, 4.676], [-1.303, 2.251, 2.414], [-0.906, 2.395, -0.054], [1.911, -0.611, 0.099], [1.616, -0.879, 2.547]],
  "nbo_charge": [0.9662, 0.0384, -0.0782, -0.3786, 0.0211, 0.0365, -0.1261, 0.0856, -0.0782, 0.0948, -0.0810, 0.0862, -0.4181, -0.3089, -0.0524, -0.0226, -0.4364, 0.1681, -0.4708, -0.0325, -0.0655, -0.3353, -0.4073, 0.2643, -0.1199, 0.2052, 0.0708, 0.2232, 0.2418, 0.2330, 0.2433, 0.2508, -0.0056, -0.0284, 0.2519, 0.2461, 0.2266, 0.2330, 0.2249, -0.8074, 0.6446, -0.5834, -0.0921, -0.1559, 0.0211, -0.5049, 0.0491, -0.2401, 0.4200, 0.3996, 0.2439, 0.2065, 0.2041, 0.2290],
  "total_energy_ha": -4434.44520,
  "total_charge": 1,
  "homo_energy_ev": [-11.6, -11.6],
  "e_above_lowest_kj_mol": 172.19
}

=====

Record 3
{
  "formula": "C32H72BrP2",
  "method": "the ωB97M-V functional and the def2-TZVPD basis",
  "species": ["Br", "C", "C", "C", "C", "P", "C", "C", "C", "C", "C", "C", "C", "C", "C", "C", "C", "C", "H", "H", "H", "H", "H", "H", "H", "H", "H", "H", "H", "H", "H", "H", "H", "H", "H", "H", "H", "H", "H", "H", "H", "H", "H", "H", "H", "H", "H", "H", "H", "H", "H", "H", "H", "H", "C", "C", "C", "C", "P", "C", "C", "C", "C", "C", "C", "C", "C", "C", "C", "C", "C", "H", "H", "H", "H", "H", "H", "H", "H", "H", "H", "H", "H", "H", "H", "H", "H", "H", "H", "H", "H", "H", "H", "H", "H", "H", "H", "H", "H", "H", "H", "H", "H", "H", "H", "H", "H"],
  "xyz": [[-27.768, 11.756, 13.368], [-26.535, 20.254, 10.268], [-26.468, 18.742, 10.691], [-26.712, 17.730, 9.483], [-25.974, 16.416, 9.585], [-26.864, 15.016, 10.483], [-27.135, 15.705, 12.209], [-25.844, 15.977, 12.997], [-26.091, 16.780, 14.290], [-24.800, 17.116, 14.953], [-28.433, 14.537, 9.681], [-28.486, 14.723, 8.099], [-29.737, 14.229, 7.320], [-30.940, 15.176, 7.331], [-25.687, 13.504, 10.648], [-25.370, 12.952, 9.216], [-24.167, 12.028, 9.178], [-24.041, 10.958, 8.036], [-27.321, 20.468, 9.544], [-25.588, 20.661, 9.916], [-26.697, 20.688, 11.255], [-27.276, 18.522, 11.389], [-25.467, 18.498, 11.048], [-26.308, 18.246, 8.612], [-27.749, 17.551, 9.197], [-24.963, 16.597, 9.949], [-25.755, 16.090, 8.569], [-27.685, 15.003, 12.836], [-27.655, 16.661, 12.149], [-25.151, 16.538, 12.370], [-25.280, 15.084, 13.266], [-26.759, 16.232, 14.954], [-26.438, 17.760, 13.961], [-24.996, 17.585, 15.918], [-24.261, 17.747, 14.245], [-24.074, 16.309, 15.044], [-29.233, 15.100, 10.160], [-28.480, 13.504, 10.026], [-27.651, 14.258, 7.575], [-28.293, 15.756, 7.810], [-30.074, 13.347, 7.865], [-29.438, 13.965, 6.305], [-30.888, 16.002, 6.623], [-30.979, 15.374, 8.402], [-31.848, 14.612, 7.115], [-26.159, 12.778, 11.309], [-24.750, 13.759, 11.144], [-25.170, 13.683, 8.433], [-26.137, 12.316, 8.775], [-24.113, 11.563, 10.163], [-23.274, 12.650, 9.252], [-24.753, 10.134, 8.085], [-23.124, 10.382, 8.156], [-23.950, 11.345, 7.021], [-30.670, 14.621, 18.498], [-29.396, 14.561, 17.569], [-28.350, 13.642, 18.205], [-27.160, 13.427, 17.277], [-26.105, 12.060, 17.653], [-24.983, 11.730, 16.136], [-24.136, 12.986, 15.738], [-23.135, 12.762, 14.602], [-22.095, 11.673, 14.859], [-27.319, 10.598, 18.067], [-28.248, 10.037, 16.954], [-29.471, 9.278, 17.601], [-29.230, 8.074, 18.481], [-25.043, 12.468, 19.116], [-25.788, 12.200, 20.499], [-25.210, 13.174, 21.609], [-25.779, 14.587, 21.590], [-31.240, 15.522, 18.271], [-30.422, 14.776, 19.548], [-31.391, 13.832, 18.283], [-29.016, 15.560, 17.354], [-29.618, 14.274, 16.542], [-28.898, 12.707, 18.326], [-27.985, 13.889, 19.201], [-26.657, 14.392, 17.223], [-27.418, 13.231, 16.236], [-25.535, 11.289, 15.307], [-24.261, 10.978, 16.456], [-23.497, 13.215, 16.591], [-24.802, 13.810, 15.481], [-22.570, 13.687, 14.477], [-23.601, 12.566, 13.637], [-22.527, 10.677, 14.757], [-21.675, 11.845, 15.850], [-21.295, 11.781, 14.128], [-27.963, 10.960, 18.869], [-26.742, 9.762, 18.463], [-27.614, 9.476, 16.267], [-28.603, 10.832, 16.298], [-30.247, 9.135, 16.849], [-29.918, 10.077, 18.193], [-28.721, 8.342, 19.407], [-28.617, 7.371, 17.918], [-30.085, 7.492, 18.826], [-24.732, 13.485, 18.878], [-24.188, 11.810, 18.962], [-25.706, 11.134, 20.707], [-26.849, 12.446, 20.464], [-24.124, 13.168, 21.516], [-25.370, 12.720, 22.587], [-25.451, 15.119, 20.697], [-25.445, 15.098, 22.493], [-26.866, 14.639, 21.527]],
  "mulliken_charge": [-0.7358, -1.4209, 0.0183, -1.2223, -1.0295, 0.1666, -0.9699, -0.6618, -0.2323, -1.4892, -0.8677, -0.4316, -0.7289, -1.1035, -0.5133, -0.4810, -0.7447, -1.4525, 0.3520, 0.3549, 0.4095, 0.1901, 0.1832, 0.5351, 0.3394, 0.7772, 0.6041, 0.6004, 0.6394, 0.3443, 0.2306, 0.1804, 0.4765, 0.3910, 0.4579, 0.2316, 0.6245, 0.6590, 0.2765, 0.2663, 0.3029, 0.3894, 0.3014, 0.2940, 0.3494, 0.1955, 0.5265, 0.2849, 0.3712, 0.3774, 0.4175, 0.3725, 0.4175, 0.3465, -1.3388, -0.6456, -0.3436, -1.0328, 0.7491, -0.9911, 0.0054, -0.3152, -1.4264, -1.3769, -0.5604, -0.6273, -1.2289, -1.1011, -0.4584, -0.8024, -1.0822, 0.4331, 0.3159, 0.3178, 0.4075, 0.4339, 0.1188, 0.1278, 0.7897, 0.3763, 0.4940, 0.5907, 0.2478, -0.2225, 0.4404, 0.1122, 0.3290, 0.3021, 0.4442, 0.6400, 0.7094, 0.5406, 0.2762, 0.4771, 0.2353, 0.2581, 0.2982, 0.4038, 0.5100, 0.6103, 0.4849, 0.2004, 0.3598, 0.4123, 0.2863, 0.3693, 0.2755],
  "total_energy_ha": -4518.93652,
  "total_charge": 1,
  "homo_energy_ev": -9.7,
  "e_above_lowest_kj_mol": 274.84
}

=====

Record 4
{
  "formula": "C3H4O2V",
  "method": "the ωB97M-V functional and the def2-TZVPD basis",
  "species": ["C", "C", "H", "H", "O", "H", "C", "O", "V", "H"],
  "xyz": [[-2.604, 0.548, -0.066], [-3.171, -0.565, -0.237], [-3.757, -0.658, 1.345], [-3.108, -1.385, -0.936], [-1.525, 1.320, -0.043], [-1.228, 1.591, -0.923], [-3.629, 0.264, 2.482], [-2.926, 1.149, 1.905], [-1.584, 2.530, 2.285], [-3.843, 0.534, 3.531]],
  "lowdin_spin": [-0.0021, 0.0023, -0.0031, 0.0003, 0.0042, 0.0001, 0.0221, 0.0099, 2.9658, 0.0004],
  "total_energy_ha": -1210.21042,
  "total_charge": 2,
  "homo_energy_ev": [-18.0, -18.0],
  "spin_multiplicity": 4,
  "e_above_lowest_kj_mol": 498.69
}